Entry from OMol25: a cluster of 12 separate species, C55H117F6N2O32P3S7 in total in a non-equilibrium geometry (the ωB97M-V functional and the def2-TZVPD basis).

Cartesian coordinates (Å):
C1 -2.68231 -0.48753 -2.90544
C2 -1.44963 -1.04843 -2.13644
C3 -1.67864 -0.90802 -0.51370
N1 -0.42933 -1.50000 0.29626
C4 0.77729 -0.59960 -0.03524
C5 1.87963 -0.70708 0.99679
C6 1.45020 -0.37317 2.47909
C7 0.32735 -1.33519 2.80273
C8 -0.86803 -1.35113 1.77503
C9 -0.08582 -3.05879 -0.01351
H1 -2.56183 -0.57917 -3.98488
H2 -2.71682 0.58867 -2.73599
H3 -3.62812 -0.90732 -2.56295
H4 -0.47105 -0.64440 -2.39574
H5 -1.37297 -2.08041 -2.47886
H6 -2.55973 -1.43399 -0.14609
H7 -1.79485 0.12989 -0.20173
H8 0.41868 0.42936 -0.00822
H9 1.11440 -0.56768 -1.07131
H10 2.64627 0.01352 0.71197
H11 2.30408 -1.70648 0.90130
H12 1.14916 0.66784 2.59643
H13 2.28206 -0.40813 3.18256
H14 -0.01772 -0.99681 3.77973
H15 0.85597 -2.27463 2.96439
H16 -1.42876 -0.41643 1.77017
H17 -1.57139 -2.14450 2.02794
H18 0.10675 -3.21435 -1.07503
H19 -0.88480 -3.66219 0.41731
H20 0.87303 -3.28698 0.45195
C10 2.75420 -0.51801 -11.19716
F1 4.08039 -0.17458 -11.00099
F2 2.05347 0.64870 -11.25772
F3 2.65652 -1.27211 -12.37717
S1 1.87679 -1.65386 -9.91555
O1 1.34847 -0.76204 -8.88192
O2 0.85125 -2.39274 -10.65443
N2 3.19517 -2.61142 -9.37806
S2 2.55194 -3.70926 -8.50847
O3 3.40315 -4.00160 -7.37739
O4 1.21222 -3.55224 -8.02818
C11 2.57127 -5.25897 -9.56559
F4 1.90925 -6.21921 -8.88260
F5 1.98092 -5.04184 -10.77809
F6 3.83471 -5.84091 -9.74363
C12 11.46676 1.54016 2.70228
C13 11.21464 1.39495 4.24577
C14 10.94079 2.83637 4.80400
S3 9.52483 3.27666 3.63754
O5 9.83877 4.64911 3.29976
O6 8.26676 2.87772 4.26518
C15 10.10258 2.10325 2.24285
H21 11.67597 0.66914 2.08128
H22 12.20845 2.32160 2.53689
H23 12.14558 0.99384 4.64645
H24 10.38240 0.72006 4.44576
H25 11.76584 3.54515 4.73309
H26 10.49524 2.84878 5.79870
H27 10.16292 2.54952 1.25024
H28 9.23781 1.44523 2.15745
C16 11.54971 -5.35937 -2.38047
C17 10.75514 -5.50193 -3.75399
C18 9.41508 -4.71513 -3.86065
S4 9.41380 -3.62856 -2.36521
O7 8.07614 -3.61460 -1.75710
O8 10.24544 -2.44018 -2.58033
C19 10.45774 -4.92272 -1.44761
H29 12.44520 -4.75344 -2.51842
H30 11.83940 -6.38902 -2.17069
H31 10.62440 -6.58362 -3.72311
H32 11.37524 -5.44735 -4.64873
H33 8.51779 -5.33398 -3.85853
H34 9.26994 -4.04385 -4.70707
H35 9.73786 -5.70330 -1.20152
H36 10.78308 -4.37531 -0.56296
C20 -11.62305 0.88168 -4.72096
C21 -10.97426 2.14729 -5.24433
C22 -9.96067 2.65544 -4.12854
S5 -10.23865 1.98851 -2.43965
O9 -11.05545 2.90896 -1.66890
O10 -9.01844 1.36283 -1.89037
C23 -11.39467 0.75341 -3.08907
H37 -11.18932 -0.03395 -5.12292
H38 -12.68287 0.95091 -4.96608
H39 -11.76178 2.82215 -5.57969
H40 -10.39231 1.90926 -6.13471
H41 -9.91041 3.74324 -4.08084
H42 -8.95719 2.35564 -4.43062
H43 -12.32638 0.97780 -2.56977
H44 -10.92638 -0.15774 -2.71679
C24 3.15382 -10.30231 -2.59477
C25 3.64237 -9.83998 -1.25496
C26 4.64015 -10.80930 -0.73230
S6 5.66959 -11.23114 -2.24528
O11 5.68049 -12.66707 -2.48279
O12 6.96176 -10.58889 -2.38933
C27 4.48745 -10.53131 -3.45272
H45 2.41380 -9.60298 -2.98389
H46 2.83545 -11.33996 -2.69487
H47 2.81606 -9.79759 -0.54538
H48 4.09737 -8.86340 -1.42045
H49 4.20826 -11.75070 -0.39275
H50 5.41283 -10.45692 -0.04900
H51 4.46624 -11.18516 -4.32457
H52 4.85218 -9.54712 -3.74674
C28 -1.00720 -8.87969 4.12598
C29 -0.38349 -10.18817 4.55288
C30 0.60644 -9.76829 5.65373
S7 -0.25864 -8.38227 6.49305
O13 0.47947 -7.09186 6.43108
O14 -0.72076 -8.78833 7.85308
C31 -1.65063 -8.20169 5.31051
H53 -1.66786 -9.13337 3.29694
H54 -0.25112 -8.13287 3.88368
H55 0.18456 -10.67632 3.76097
H56 -1.11153 -10.96398 4.78985
H57 1.61947 -9.49353 5.35982
H58 0.70705 -10.52508 6.43171
H59 -1.85615 -7.13270 5.25467
H60 -2.50726 -8.71229 5.75048
C32 5.95407 6.87249 -4.69679
O15 5.74942 5.45719 -4.61056
C33 5.99180 4.87630 -3.37556
O16 6.52167 5.37381 -2.45354
O17 5.45425 3.59992 -3.37930
C34 5.18203 2.83150 -4.58770
H61 7.01176 7.06500 -4.51695
H62 5.38166 7.39574 -3.93086
H63 5.77952 7.11098 -5.74597
H64 4.16981 2.43309 -4.65701
H65 5.82970 1.95650 -4.64242
H66 5.20211 3.41272 -5.50959
C35 -5.80903 -7.49470 -1.61608
O18 -6.73838 -6.46206 -1.32208
C36 -6.53385 -5.71491 -0.24034
O19 -5.54842 -5.59293 0.53742
O20 -7.53671 -4.92225 -0.11433
C37 -7.53588 -3.96173 0.97500
H67 -6.01877 -8.11437 -2.48793
H68 -5.79323 -8.06942 -0.69005
H69 -4.86420 -7.03029 -1.89846
H70 -7.32370 -4.38825 1.95540
H71 -8.56914 -3.62156 0.90588
H72 -6.86864 -3.10199 0.91388
C38 -4.40900 8.03419 1.01034
C39 -3.55831 7.75686 2.15482
O21 -2.18605 8.03133 2.06236
P1 -1.02955 7.10010 2.60623
O22 -1.15241 5.66996 2.15406
O23 0.32074 7.92424 2.11868
C40 1.64227 7.39391 2.30087
C41 2.11700 7.56710 3.83785
O24 -1.17268 7.43549 4.19811
C42 -1.15658 8.81768 4.59556
C43 -2.24102 9.18016 5.62879
H73 -4.29378 9.10111 0.81932
H74 -4.08184 7.36357 0.21577
H75 -5.43274 7.73357 1.23328
H76 -3.99803 8.29781 2.99274
H77 -3.75543 6.77143 2.57692
H78 1.78988 6.36672 1.96742
H79 2.34827 8.01824 1.75326
H80 1.90786 8.55952 4.23717
H81 1.63116 6.80513 4.44731
H82 3.19460 7.42812 3.92479
H83 -0.19339 8.90299 5.09865
H84 -1.08846 9.52841 3.77196
H85 -2.02867 8.76608 6.61446
H86 -2.22659 10.24821 5.84594
H87 -3.25998 8.80792 5.52263
C44 -3.95746 9.86288 -6.01671
C45 -4.26869 9.34756 -7.45431
O25 -3.48206 8.23512 -7.88502
P2 -3.95142 6.71239 -7.44698
O26 -5.36043 6.57678 -7.12000
O27 -3.37562 5.75572 -8.68233
C46 -3.93911 4.56504 -9.17611
C47 -3.50674 4.33706 -10.68677
O28 -3.05702 6.46419 -6.11497
C48 -1.63830 6.52824 -6.13698
C49 -0.95395 6.59333 -4.77620
H88 -3.96708 9.16733 -5.17755
H89 -3.01395 10.40803 -5.99022
H90 -4.72415 10.52452 -5.61358
H91 -5.31576 9.08900 -7.61215
H92 -3.97660 10.19645 -8.07252
H93 -3.72849 3.76777 -8.46329
H94 -5.02119 4.67673 -9.10734
H95 -2.45952 4.48341 -10.95138
H96 -3.76296 3.28959 -10.84571
H97 -3.94034 4.98737 -11.44651
H98 -1.13348 5.81878 -6.79265
H99 -1.19826 7.39763 -6.62546
H100 -1.40322 7.47526 -4.31961
H101 -1.24029 5.75763 -4.13768
H102 0.10093 6.85624 -4.85497
C50 -1.61040 -0.38260 11.06220
C51 -2.36718 0.13945 12.26117
O29 -3.67519 -0.45811 12.27347
P3 -4.98151 0.47786 12.01830
O30 -4.96378 1.58902 12.94939
O31 -4.95042 0.91235 10.44911
C52 -4.24531 2.13020 10.09265
C53 -3.54016 1.87005 8.78394
O32 -6.20781 -0.56106 12.25908
C54 -6.94887 -0.64604 13.49225
C55 -6.19474 -1.53091 14.49499
H103 -1.34545 -1.43990 11.05831
H104 -2.27379 -0.27119 10.20454
H105 -0.71495 0.19504 10.83287
H106 -1.84432 -0.17291 13.16514
H107 -2.41555 1.22836 12.25514
H108 -5.00494 2.90894 10.02459
H109 -3.40171 2.44524 10.70682
H110 -3.69877 0.82364 8.52325
H111 -3.88621 2.62698 8.08007
H112 -2.46880 2.05803 8.85427
H113 -7.02340 0.34940 13.93000
H114 -7.95716 -1.02166 13.31806
H115 -5.30851 -0.97649 14.80371
H116 -6.76836 -1.54693 15.42170
H117 -6.00904 -2.55860 14.18281

Values from the calculation:
- net charge = 0
- HOMO-LUMO gap (eV) = 7.386

Löwdin population analysis, charges in e, atoms 1 to 99: C -0.09; C -0.18; C -0.06; N -0.20; C -0.13; C -0.15; C -0.18; C -0.16; C -0.08; C 0.08; H 0.08; H 0.07; H 0.08; H 0.09; H 0.09; H 0.12; H 0.12; H 0.13; H 0.13; H 0.12; H 0.11; H 0.12; H 0.12; H 0.12; H 0.12; H 0.12; H 0.13; H 0.09; H 0.10; H 0.09; C -0.52; F 0.09; F 0.10; F 0.05; S 0.68; O -0.33; O -0.32; N -0.29; S 0.48; O -0.32; O -0.31; C -0.56; F 0.09; F 0.10; F 0.06; C -0.20; C -0.23; C -0.19; S 0.71; O -0.36; O -0.35; C -0.21; H 0.11; H 0.11; H 0.10; H 0.11; H 0.10; H 0.09; H 0.10; H 0.09; C -0.21; C -0.20; C -0.20; S 0.72; O -0.37; O -0.34; C -0.22; H 0.11; H 0.10; H 0.10; H 0.11; H 0.10; H 0.10; H 0.11; H 0.10; C -0.17; C -0.20; C -0.20; S 0.70; O -0.34; O -0.35; C -0.19; H 0.10; H 0.10; H 0.11; H 0.11; H 0.09; H 0.09; H 0.09; H 0.08; C -0.20; C -0.27; C -0.21; S 0.69; O -0.35; O -0.33; C -0.20; H 0.12; H 0.11